1.
The following is a DFT calculation (ωB97M-V with the def2-TZVPD basis set) of C5H8N2 in the gas phase.

```
15
C5H8N2 (ωB97M-V with the def2-TZVPD basis set)
C -0.97932 1.14981 0.06201
C -0.37072 -0.21315 -0.19930
C 1.00591 -0.20409 -0.79872
C 1.98434 0.51364 -0.30265
N 2.87428 1.24069 0.14107
C -0.77489 -1.35509 0.66402
N -1.21698 -1.27850 -0.72796
H -0.34352 1.74321 0.72964
H -1.08916 1.70634 -0.87557
H -1.96622 1.05738 0.53021
H 1.20357 -0.85412 -1.64732
H 3.41654 0.77360 0.87024
H -1.49640 -1.15887 1.45690
H -0.06255 -2.14982 0.87654
H -2.18488 -0.97103 -0.77910
```

Computed properties:
**Calculated total energy**: -304.74815 hartree
**SMILES**: C[C@@]1(C=C=N)CN1
**Orbital gap**: 9.652 eV
**Energy relative to the best compared isomer or geometry (same formula, charge and spin)**: 2.377 eV
**E_HOMO**: -8.720 eV

2.
The following is a DFT calculation (ωB97M-V with the def2-TZVPD basis set) of a molecular structure, C31H35InN11O4 in a non-equilibrium geometry.

```
82
C31H35InN11O4 (ωB97M-V with the def2-TZVPD basis set)
In 0.60813 -0.19206 -0.54048
C 3.68254 -0.37878 0.84048
O 2.50559 0.44968 0.79674
C 2.05489 0.97864 1.99409
C 2.72317 0.85785 3.19763
C 2.15493 1.36491 4.35606
C 0.89521 1.95169 4.32079
C 0.21844 2.05424 3.11805
C 0.81363 1.61658 1.93946
N 0.24396 1.76900 0.67069
N -0.83515 2.45661 0.59825
C -1.69471 2.59606 -0.38471
C -1.55011 1.89542 -1.63656
O -0.47404 1.27787 -1.89235
C -2.60674 1.99232 -2.60269
C -3.70882 2.72619 -2.34917
C -3.90100 3.42497 -1.10333
C -5.11562 4.07018 -0.82774
C -5.31536 4.70317 0.37637
C -4.28222 4.73019 1.31800
C -3.08465 4.09723 1.06456
C -2.88111 3.41336 -0.13813
H 4.56375 0.23437 1.02155
H 3.75042 -0.84768 -0.13531
H 3.59360 -1.14811 1.60769
H 3.68933 0.37410 3.24447
H 2.69943 1.29731 5.28834
H 0.44977 2.33738 5.22885
H -0.76584 2.49896 3.06067
H -2.47424 1.46181 -3.53778
H -4.49492 2.79689 -3.09330
H -5.90038 4.03882 -1.57518
H -6.26552 5.17239 0.59375
H -4.43503 5.24193 2.25965
H -2.29464 4.11509 1.80284
C 0.83612 -1.04226 -4.13590
N 2.18010 -0.51139 -4.33071
C 2.81308 -0.75170 -5.62880
C 3.94654 0.22463 -5.85030
C 4.87145 0.15767 -4.65445
N 4.11677 0.40996 -3.43293
C 4.85963 0.96034 -2.30931
C 2.84473 -0.03232 -3.26320
O 2.32031 0.05671 -2.11594
H 0.40324 -1.27039 -5.10568
H 0.21167 -0.30153 -3.63648
H 0.85493 -1.94694 -3.53267
H 2.05136 -0.62957 -6.39610
H 3.17952 -1.78202 -5.67885
H 3.54322 1.23537 -5.93863
H 4.48640 -0.01869 -6.76382
H 5.64979 0.91549 -4.72859
H 5.35785 -0.82224 -4.60390
H 5.37487 1.86697 -2.62394
H 5.59640 0.24296 -1.93592
H 4.16873 1.20722 -1.51317
C -0.90259 -3.49915 5.32225
C -1.94812 -4.09808 4.38248
C -1.41848 -5.37040 3.72258
C -2.41912 -3.08228 3.32908
N -1.30857 -2.43205 2.63405
C -0.65384 -1.31179 2.95314
N 0.33130 -1.15316 2.10226
N 0.25617 -2.20372 1.26317
N -0.72113 -2.97624 1.56570
H -0.73934 -4.17042 6.16534
H -1.22072 -2.53235 5.72367
H 0.05746 -3.37072 4.81526
H -2.83569 -4.34725 4.96898
H -0.61874 -5.14461 3.01493
H -2.21188 -5.89156 3.18325
H -1.02137 -6.04711 4.48011
H -3.01150 -2.29799 3.79594
H -3.02052 -3.58510 2.57556
H -0.90629 -0.64906 3.76485
O -1.74255 -0.31964 0.23153
N -2.77431 -0.50324 -0.46800
C -2.77277 -1.33595 -1.49020
C -3.92033 -1.49999 -2.32413
N -4.79646 -1.66057 -3.05113
C -1.52089 -1.95046 -1.75390
N -0.39304 -2.16385 -1.60973
```

Computed properties:
**Calculated total energy**: -2295.39093 hartree
**Orbital gap**: 6.102 eV
**Charge**: +1
**Energy relative to the best compared isomer or geometry (same formula, charge and spin)**: 1.740 eV
**E_HOMO**: -10.038 eV

3.
The following is a DFT calculation (ωB97M-V with the def2-TZVPD basis set) of C4H8N2O in the gas phase in a non-equilibrium geometry.

```
15
C4H8N2O (ωB97M-V with the def2-TZVPD basis set)
C 0.51841 -0.04919 -1.60215
C 0.84479 1.19594 -0.89295
C 0.43614 0.91633 0.53227
C -1.05507 -0.96701 1.39143
N 0.06010 -0.53377 0.56273
N 0.01042 -0.92226 -0.79212
O -0.57677 -2.14425 -1.00694
H 0.45800 -0.21145 -2.65730
H 1.89711 1.57767 -1.02755
H 0.29070 1.93233 -1.28567
H 1.34801 1.05397 1.16496
H -0.52925 1.52504 0.76388
H -0.71378 -1.18171 2.43022
H -1.85913 -0.19553 1.43398
H -1.12968 -1.99612 0.98522
```

Computed properties:
**Calculated total energy**: -341.70791 hartree
**2S+1**: 3
**Orbital gap (spin up / spin down)**: 6.553 / 7.445 eV
**Energy relative to the best compared isomer or geometry (same formula, charge and spin)**: 2.317 eV
**E_HOMO (spin up / spin down)**: -5.576 / -8.923 eV